Formula: C6H10N
Source: OMol25
Level of theory: ωB97M-V with the def2-TZVPD basis set

- charge = +1
- SMILES string = CC(C)[N+]1=C2C[C@@H]21
- total energy (a.u.) = -288.9320
- LUMO level (alpha / beta) (hartree) = -0.19197 / -0.19197
- M (g/mol) = 96.15
- spin multiplicity = 1
- energy relative to the best compared isomer or geometry (same formula, charge and spin) (eV) = 4.1081

Each line ends with the natural charge from an NBO analysis.
Cartesian coordinates (Å):
C 0.16 -0.21 1.81  -0.630
C -0.19 -1.00 0.54  -0.018
C 1.08 -1.65 -0.09  -0.629
N -0.73 0.13 -0.39  -0.295
C -1.56 1.08 -0.50  0.384
C -0.94 1.80 -1.69  -0.496
C 0.07 0.97 -1.07  0.163
H 0.82 -0.82 2.43  0.253
H 0.49 0.81 1.54  0.208
H -0.77 0.07 2.43  0.250
H -1.04 -1.65 0.72  0.248
H 1.82 -0.81 -0.28  0.215
H 0.82 -1.99 -1.14  0.242
H 1.51 -2.38 0.59  0.268
H -1.59 1.46 -2.53  0.316
H -0.90 2.85 -1.82  0.294
H 0.94 1.34 -0.55  0.224

=====

Formula: C6H14O
Source: OMol25
Level of theory: ωB97M-V with the def2-TZVPD basis set

- SMILES string = C=C(CC)CC.O
- total energy (a.u.) = -312.2222
- LUMO level (hartree) = 0.03199
- M (g/mol) = 102.18
- spin multiplicity = 1
- energy relative to the best compared isomer or geometry (same formula, charge and spin) (eV) = 0.8922

Each line ends with the natural charge from an NBO analysis.
Cartesian coordinates (Å):
C 1.02 -1.09 0.13  -0.463
C 0.16 -0.09 0.29  0.058
C 0.55 1.38 0.28  -0.444
C 1.98 1.67 -0.15  -0.612
C -1.28 -0.32 0.67  -0.449
C -1.66 -1.75 1.06  -0.606
H 2.08 -0.94 0.06  0.202
H 0.65 -2.11 0.11  0.198
H -0.20 1.91 -0.31  0.218
H 0.39 1.68 1.31  0.210
H 2.65 1.31 0.63  0.211
H 2.17 1.31 -1.15  0.204
H 2.13 2.76 -0.13  0.214
H -1.57 0.36 1.47  0.211
H -1.87 -0.11 -0.23  0.222
H -1.14 -2.12 1.94  0.207
H -2.72 -1.78 1.32  0.212
H -1.52 -2.46 0.25  0.199
O -0.93 0.31 -2.65  -0.936
H -0.02 0.65 -2.62  0.470
H -0.86 -0.57 -2.28  0.472

=====

Formula: C26H49AlNO4Si2
Source: OMol25
Level of theory: ωB97M-V with the def2-TZVPD basis set

- charge = +1
- total energy (a.u.) = -2197.1118
- LUMO level (hartree) = -0.13807
- M (g/mol) = 522.84
- spin multiplicity = 1

Each line ends with the Löwdin charge.
Cartesian coordinates (Å):
O 0.62 -1.14 -2.23  -0.207
O -3.62 0.96 -2.44  -0.185
C 1.04 0.21 -2.64  -0.196
C 2.22 0.26 -3.59  -0.042
H 1.34 0.64 -1.68  0.105
H 0.17 0.78 -3.06  0.138
H 3.14 0.06 -3.06  0.076
H 2.35 1.28 -4.01  0.105
H 2.16 -0.42 -4.44  0.088
C -0.48 -1.81 -2.96  -0.163
C -1.13 -0.96 -4.05  -0.058
H -1.22 -2.07 -2.19  0.100
H -0.09 -2.73 -3.41  0.130
H -1.75 -0.13 -3.67  0.075
H -1.84 -1.64 -4.55  0.102
H -0.34 -0.60 -4.74  0.094
C -4.21 0.09 -1.50  -0.282
C -3.95 2.32 -2.24  -0.292
C -4.32 -1.29 -2.11  -0.056
H -5.21 0.49 -1.30  0.117
H -3.68 0.05 -0.53  0.123
H -5.07 -1.21 -2.89  0.086
H -4.65 -1.96 -1.32  0.085
H -3.40 -1.67 -2.55  0.046
C -4.29 2.88 -3.60  -0.070
H -3.16 2.91 -1.75  0.113
H -4.83 2.39 -1.58  0.113
H -3.56 2.61 -4.36  0.077
H -4.38 3.96 -3.51  0.078
H -5.24 2.43 -3.89  0.082
H -0.09 1.98 1.62  -0.006
Al 1.20 -1.29 -0.32  0.473
C -0.30 2.85 1.04  -0.234
Si -1.16 4.01 2.23  0.501
H 0.61 3.35 0.65  0.036
H -0.94 2.54 0.17  0.035
C -1.56 5.75 1.69  -0.180
C 0.20 3.65 3.50  -0.200
C -2.60 2.78 2.50  -0.185
C 2.61 -2.53 -0.78  -0.240
Si 1.70 -4.11 -0.48  0.434
H 3.55 -2.47 -0.19  0.053
H 2.93 -2.65 -1.84  0.042
C 2.17 -5.15 -1.99  -0.164
C -0.22 -4.17 -0.45  -0.160
C 2.18 -4.71 1.24  -0.169
H -3.02 2.44 1.53  0.023
H -3.39 3.24 3.11  0.022
H -2.18 1.90 3.04  0.037
H -0.68 6.31 1.32  0.039
H -1.93 6.28 2.57  0.027
H -2.35 5.82 0.92  0.039
H 1.17 3.67 2.99  0.025
H 0.01 2.66 3.92  0.022
H 0.24 4.38 4.36  0.039
H -0.68 -3.75 -1.35  0.012
H -0.69 -3.72 0.45  0.039
H -0.46 -5.26 -0.43  0.062
H 1.74 -5.71 1.40  0.041
H 1.81 -4.03 2.03  0.032
H 3.28 -4.79 1.33  0.042
H 2.29 -6.22 -1.80  0.037
H 3.13 -4.78 -2.38  0.028
H 1.44 -5.05 -2.80  0.035
O -1.48 -1.81 2.50  0.124
C -0.52 -1.34 1.91  -0.491
O -0.44 -1.25 0.58  -0.022
C 0.73 -0.98 2.64  -0.151
C 0.82 -0.99 4.04  0.030
C 1.96 -0.50 4.63  0.037
C 2.99 0.01 3.80  -0.130
C 4.08 0.76 4.31  -0.006
C 4.96 1.42 3.46  -0.056
C 4.77 1.41 2.07  -0.049
C 3.72 0.67 1.52  -0.010
C 2.87 -0.09 2.36  -0.168
N 1.77 -0.71 1.81  0.140
H 0.02 -1.45 4.61  0.137
H 2.02 -0.47 5.72  0.137
H 4.25 0.82 5.38  0.122
H 5.83 1.95 3.85  0.116
H 5.46 1.96 1.42  0.118
H 3.50 0.67 0.45  0.104

=====

Formula: CH2N2O3
Source: OMol25
Level of theory: ωB97M-V with the def2-TZVPD basis set

- total energy (a.u.) = -374.2691
- LUMO level (alpha / beta) (hartree) = -0.01268 / -0.00514
- M (g/mol) = 90.04
- spin multiplicity = 1
- energy relative to the best compared isomer or geometry (same formula, charge and spin) (eV) = 5.7151

Each line ends with the natural charge from an NBO analysis.
Cartesian coordinates (Å):
C -0.32 0.76 0.83  -0.002
N -0.40 -0.62 0.62  -0.058
N 0.40 -0.82 -1.25  0.599
O 0.00 -1.81 -1.72  -0.263
O 1.01 0.16 -1.48  -0.312
O 0.54 -0.08 1.48  -0.330
H -0.02 1.29 -0.01  0.193
H -1.21 1.12 1.52  0.174

=====

Formula: F2O2
Source: OMol25
Level of theory: ωB97M-V with the def2-TZVPD basis set

- SMILES string = FOOF
- total energy (a.u.) = -349.8781
- LUMO level (hartree) = -0.00431
- M (g/mol) = 69.99
- spin multiplicity = 1

Each line ends with the natural charge from an NBO analysis.
Cartesian coordinates (Å):
F -0.53 1.16 0.74  -0.120
O 0.16 0.79 -0.38  0.145
O 0.60 -0.43 0.03  0.110
F -0.23 -1.52 -0.39  -0.135